# 1
The following is a quantum chemistry calculation of a cluster of 2 separate species, C2H6NS in total at a distorted geometry, from the Open Molecules 2025 dataset.

Last column: natural (NBO) charge in e.
Atoms and positions in Å:
1 S 2.56 -0.46 -1.63  -1.071
2 H 2.83 -1.76 -1.87  0.089
3 C -1.50 0.01 0.00  -0.457
4 C 0.42 0.48 1.12  -0.027
5 N -0.70 -0.11 1.20  -0.442
6 H -1.00 -0.24 -0.94  0.221
7 H -1.89 1.03 -0.10  0.178
8 H -2.42 -0.58 0.04  0.177
9 H 1.00 0.69 2.01  0.158
10 H 0.71 0.93 0.17  0.174

* orbital gap: 6.64 eV
* E_LUMO: 4.1 eV
* HOMO level: -2.6 eV
* ΔE to the lowest compared entry with this formula, charge and spin: 0.9354 eV
* energy: -532.73678 a.u.
* net charge: -1

***

# 2
The following is a quantum chemistry calculation of the molecule C16H23N3O3, from the Open Molecules 2025 dataset.

Last column: natural (NBO) charge in e.
Atoms and positions in Å:
1 C -2.31 1.49 3.61  -0.251
2 H -3.37 1.24 3.52  0.192
3 O -1.62 0.27 3.69  -0.534
4 C -0.24 0.41 3.77  0.246
5 C 0.36 0.10 4.98  -0.231
6 C 1.73 0.24 5.15  -0.236
7 C 2.49 0.72 4.10  -0.220
8 C 1.91 1.01 2.88  -0.212
9 C 0.54 0.84 2.67  0.106
10 N -0.08 1.14 1.46  -0.445
11 C -0.97 0.17 0.87  -0.228
12 H -1.50 -0.38 1.65  0.238
13 C -0.20 -0.83 -0.02  -0.234
14 N 0.53 -0.13 -1.06  -0.477
15 C -0.04 0.17 -2.27  0.799
16 O 0.07 1.26 -2.81  -0.659
17 N -0.77 -0.86 -2.84  -0.474
18 C -0.25 -2.22 -2.87  -0.246
19 H 0.40 -2.40 -2.01  0.222
20 H -1.09 -2.91 -2.85  0.199
21 C 0.56 -2.44 -4.15  -0.081
22 O -0.20 -2.16 -5.30  -0.524
23 C -0.65 -0.82 -5.29  -0.086
24 H -1.24 -0.69 -6.20  0.196
25 C -1.51 -0.55 -4.05  -0.247
26 H -1.79 0.50 -4.02  0.238
27 H -2.40 -1.18 -4.07  0.195
28 H 0.20 -0.13 -5.30  0.177
29 H 0.87 -3.48 -4.24  0.196
30 H 1.45 -1.79 -4.13  0.163
31 C 1.42 0.88 -0.50  -0.236
32 C 0.65 1.84 0.42  -0.232
33 H 1.32 2.58 0.86  0.213
34 H -0.09 2.37 -0.20  0.214
35 H 1.87 1.44 -1.32  0.239
36 H 2.20 0.36 0.06  0.193
37 H -0.92 -1.52 -0.47  0.222
38 H 0.51 -1.39 0.59  0.200
39 H -1.70 0.70 0.24  0.194
40 H 2.54 1.36 2.09  0.201
41 H 3.56 0.86 4.22  0.212
42 H 2.18 0.00 6.10  0.214
43 H -0.27 -0.24 5.78  0.224
44 H -2.00 2.08 2.74  0.186
45 H -2.16 2.09 4.52  0.175

* orbital gap: 8.49 eV
* E_LUMO: 0.8 eV
* HOMO level: -7.7 eV
* ΔE to the lowest compared entry with this formula, charge and spin: 2.6899 eV
* energy: -1013.46032 a.u.
* net charge: 0

***

# 3
The following is a quantum chemistry calculation of a cluster of 2 separate species, C5H14 in total at a distorted geometry, from the Open Molecules 2025 dataset.

Last column: Löwdin spin population.
Atoms and positions in Å:
1 C -1.31 -0.30 0.91  0.049
2 C -0.66 -1.68 1.03  0.105
3 C -1.02 0.63 2.09  0.121
4 H -2.38 -0.50 0.79  0.008
5 H -0.96 0.15 -0.01  0.006
6 H 0.36 -1.57 1.40  0.034
7 H -1.25 -2.35 1.66  0.013
8 H -1.88 0.72 2.75  0.015
9 H -0.73 1.61 1.69  0.043
10 H -0.58 -2.20 0.07  0.025
11 H -0.12 0.39 2.66  0.025
12 C 0.65 0.27 -1.92  0.169
13 C 2.01 1.00 -1.83  0.209
14 H 0.60 -0.80 -1.74  0.029
15 H -0.06 0.76 -1.27  0.017
16 H 0.31 0.38 -2.96  0.027
17 H 2.25 1.56 -2.73  0.025
18 H 1.98 1.68 -0.98  0.042
19 H 2.78 0.25 -1.61  0.037

* orbital gap (alpha / beta): 2.75 / 11.82 eV
* E_LUMO (alpha / beta): 4.3 / 4.4 eV
* HOMO level (alpha / beta): 1.6 / -7.5 eV
* ΔE to the lowest compared entry with this formula, charge and spin: 0.5530 eV
* spin multiplicity: 2
* energy: -198.81221 a.u.
* net charge: -1

***

# 4
The following is a quantum chemistry calculation of a cluster of 9 separate species, C32H80N2O16 in total at a distorted geometry, from the Open Molecules 2025 dataset.

Last column: Löwdin charge in e.
Atoms and positions in Å:
1 C -0.19 -13.70 -16.06  -0.181
2 C -1.53 -13.44 -15.37  -0.297
3 O -1.44 -13.67 -14.00  -0.042
4 O 0.24 -15.03 -15.68  -0.088
5 H 0.55 -13.04 -15.58  0.126
6 H -0.18 -13.70 -17.15  0.105
7 H -2.30 -14.03 -15.89  0.106
8 H -1.77 -12.39 -15.54  0.105
9 H -1.13 -14.58 -13.93  0.084
10 H -0.05 -15.70 -16.31  0.081
11 C -4.19 -11.66 -15.80  -0.211
12 C -4.27 -11.04 -14.44  -0.236
13 O -3.07 -10.34 -14.17  -0.067
14 O -5.46 -12.09 -16.32  -0.086
15 H -3.52 -12.53 -15.79  0.079
16 H -3.87 -10.92 -16.55  0.094
17 H -4.38 -11.81 -13.67  0.102
18 H -5.09 -10.30 -14.41  0.113
19 H -3.17 -9.82 -13.36  0.043
20 H -5.89 -12.62 -15.63  0.063
21 C -8.93 -15.08 -14.69  -0.234
22 C -8.44 -15.72 -13.40  -0.248
23 O -7.58 -16.82 -13.61  -0.089
24 O -7.93 -14.31 -15.30  -0.092
25 H -9.78 -14.46 -14.35  0.112
26 H -9.31 -15.81 -15.40  0.125
27 H -9.32 -16.13 -12.88  0.116
28 H -7.98 -15.01 -12.69  0.115
29 H -6.89 -16.59 -14.26  0.034
30 H -7.76 -13.47 -14.80  0.036
31 C -8.47 -10.28 -15.18  -0.236
32 C -8.50 -11.23 -13.99  -0.192
33 O -7.33 -12.04 -13.96  -0.117
34 O -8.48 -10.94 -16.44  -0.056
35 H -7.53 -9.70 -15.14  0.095
36 H -9.27 -9.54 -15.13  0.125
37 H -9.37 -11.89 -14.07  0.122
38 H -8.51 -10.59 -13.10  0.122
39 H -6.84 -12.00 -13.11  0.074
40 H -7.76 -11.59 -16.45  0.060
41 C -3.81 -16.21 -12.29  -0.216
42 C -4.34 -15.14 -13.22  -0.198
43 O -4.76 -13.97 -12.50  -0.076
44 O -2.84 -15.69 -11.35  -0.069
45 H -3.26 -16.88 -12.97  0.121
46 H -4.48 -16.84 -11.72  0.121
47 H -5.17 -15.45 -13.84  0.100
48 H -3.46 -14.84 -13.81  0.096
49 H -4.12 -13.86 -11.79  0.078
50 H -2.04 -16.21 -11.43  0.080
51 C -4.56 -9.26 -10.68  -0.207
52 C -5.86 -9.59 -11.42  -0.195
53 O -6.03 -10.97 -11.83  -0.095
54 O -3.47 -9.36 -11.58  -0.068
55 H -4.43 -9.99 -9.88  0.127
56 H -4.74 -8.21 -10.47  0.127
57 H -5.89 -8.97 -12.31  0.126
58 H -6.71 -9.44 -10.76  0.123
59 H -5.75 -11.53 -11.10  0.104
60 H -2.69 -9.02 -11.11  0.108
61 C -5.05 -16.15 -18.15  -0.247
62 C -5.96 -15.76 -17.01  -0.193
63 O -6.19 -16.84 -16.05  -0.095
64 O -3.67 -15.96 -17.94  -0.061
65 H -5.38 -15.40 -18.89  0.101
66 H -5.26 -17.13 -18.58  0.127
67 H -6.95 -15.48 -17.38  0.116
68 H -5.57 -14.96 -16.39  0.103
69 H -5.55 -17.53 -16.21  0.088
70 H -3.39 -15.23 -18.49  0.028
71 C -6.22 -7.02 -16.36  -0.021
72 C -5.92 -7.51 -17.78  -0.484
73 C -7.25 -7.95 -18.42  -0.118
74 C -7.16 -8.06 -19.94  -0.156
75 C -6.65 -6.74 -20.52  -0.145
76 C -5.28 -6.30 -19.99  -0.520
77 N -5.30 -6.41 -18.53  -0.138
78 O -4.13 -5.93 -17.97  -0.010
79 C -4.11 -7.09 -20.60  -0.020
80 C -5.19 -4.81 -20.32  -0.051
81 C -4.95 -8.71 -17.75  -0.020
82 H -5.38 -6.60 -15.83  0.078
83 H -6.52 -7.93 -15.82  0.067
84 H -7.03 -6.30 -16.41  0.087
85 H -7.35 -9.01 -18.15  0.102
86 H -8.12 -7.47 -17.98  0.119
87 H -8.16 -8.18 -20.37  0.115
88 H -6.52 -8.88 -20.27  0.093
89 H -7.38 -5.95 -20.33  0.120
90 H -6.57 -6.79 -21.61  0.123
91 H -4.34 -8.15 -20.67  0.051
92 H -3.94 -6.67 -21.60  0.085
93 H -3.18 -6.97 -20.05  0.083
94 H -5.93 -4.30 -19.71  0.085
95 H -4.22 -4.32 -20.17  0.080
96 H -5.37 -4.60 -21.38  0.084
97 H -4.42 -8.95 -18.67  0.068
98 H -5.44 -9.64 -17.43  0.070
99 H -4.14 -8.57 -17.03  0.089
100 H -4.38 -5.32 -17.26  0.101
101 C -2.02 -13.97 -20.54  -0.018
102 C -2.68 -12.62 -20.18  -0.502
103 C -2.23 -11.57 -21.21  -0.137
104 C -3.00 -11.65 -22.52  -0.175
105 C -4.47 -11.46 -22.25  -0.133
106 C -4.98 -12.60 -21.35  -0.497
107 N -4.14 -12.64 -20.17  -0.107
108 O -4.74 -13.20 -19.02  -0.014
109 C -6.41 -12.22 -20.91  -0.028
110 C -5.05 -13.99 -22.07  -0.003
111 C -2.20 -12.21 -18.79  -0.024
112 H -1.01 -14.12 -20.15  0.087
113 H -2.55 -14.81 -20.10  0.065
114 H -2.06 -14.10 -21.62  0.074
115 H -2.15 -10.57 -20.79  0.121
116 H -1.17 -11.81 -21.37  0.122
117 H -2.61 -10.94 -23.25  0.116
118 H -2.79 -12.63 -22.96  0.106
119 H -5.06 -11.52 -23.16  0.122
120 H -4.69 -10.58 -21.63  0.112
121 H -6.91 -11.84 -21.80  0.090
122 H -6.37 -11.50 -20.09  0.077
123 H -7.00 -13.04 -20.51  0.079
124 H -4.21 -14.59 -21.74  0.060
125 H -4.90 -13.86 -23.15  0.079
126 H -5.99 -14.51 -21.93  0.074
127 H -2.28 -13.04 -18.09  0.064
128 H -1.12 -12.04 -18.86  0.094
129 H -2.68 -11.32 -18.39  0.083
130 H -4.91 -12.41 -18.49  0.080

* orbital gap: 7.87 eV
* E_LUMO: 0.2 eV
* HOMO level: -7.7 eV
* ΔE to the lowest compared entry with this formula, charge and spin: 0.6408 eV
* energy: -2580.35766 a.u.
* net charge: 0

***

# 5
The following is a quantum chemistry calculation of the molecule C3H7NO2 at a distorted geometry, from the Open Molecules 2025 dataset.

Last column: natural (NBO) charge in e.
Atoms and positions in Å:
1 C -1.33 0.71 -0.74  -0.204
2 N -0.54 0.52 0.50  -0.637
3 C 0.55 -0.28 0.64  0.871
4 O 1.41 0.18 1.63  -0.737
5 O 0.76 -1.30 0.05  -0.602
6 C -0.74 0.06 -1.97  -0.625
7 H -2.34 0.35 -0.51  0.190
8 H -1.45 1.79 -0.89  0.192
9 H -0.54 1.31 1.12  0.395
10 H 1.11 -0.19 2.46  0.488
11 H -1.43 0.30 -2.80  0.211
12 H -0.70 -1.01 -1.87  0.242
13 H 0.18 0.53 -2.31  0.215

* orbital gap: 10.58 eV
* E_LUMO: 0.7 eV
* HOMO level: -9.9 eV
* ΔE to the lowest compared entry with this formula, charge and spin: 0.7199 eV
* energy: -323.75451 a.u.
* net charge: 0

***

# 6
The following is a quantum chemistry calculation of a structure of composition C16H32As2N2Ni, from the Open Molecules 2025 dataset.

Last column: natural (NBO) charge in e.
Atoms and positions in Å:
1 Ni 0.39 -0.15 0.45  0.810
2 C -2.16 1.69 2.58  -0.940
3 As -0.52 1.72 1.55  0.985
4 C -0.85 3.14 0.27  -0.931
5 C 0.82 2.42 2.73  -0.264
6 C 0.53 3.33 3.74  -0.218
7 C 1.55 3.83 4.54  -0.162
8 C 2.86 3.43 4.32  -0.161
9 C 3.16 2.54 3.30  -0.192
10 C 2.14 2.03 2.51  -0.397
11 As 2.50 0.83 1.04  0.958
12 C 3.57 1.90 -0.17  -0.927
13 C 3.75 -0.46 1.75  -0.931
14 H -2.43 2.71 2.84  0.261
15 H -2.05 1.11 3.49  0.253
16 H -2.97 1.28 1.97  0.253
17 H -1.04 4.07 0.82  0.260
18 H -1.71 2.90 -0.34  0.255
19 H 0.02 3.28 -0.37  0.247
20 H -0.49 3.66 3.92  0.227
21 H 1.32 4.53 5.32  0.248
22 H 3.66 3.83 4.93  0.248
23 H 4.19 2.25 3.14  0.226
24 H 4.42 2.31 0.38  0.258
25 H 2.97 2.72 -0.56  0.254
26 H 3.94 1.30 -1.00  0.248
27 H 4.54 0.07 2.29  0.259
28 H 4.21 -1.02 0.94  0.250
29 H 3.25 -1.14 2.44  0.247
30 C 2.34 -1.69 -1.26  -0.420
31 N 0.91 -1.42 -1.00  -0.480
32 C 0.32 -0.76 -2.20  -0.441
33 C 0.20 -2.71 -0.73  -0.250
34 C 0.04 -2.87 0.76  -0.247
35 N -0.66 -1.67 1.30  -0.488
36 C -2.11 -1.75 0.98  -0.427
37 C -0.49 -1.65 2.76  -0.423
38 H 2.45 -2.32 -2.14  0.225
39 H 2.77 -2.21 -0.40  0.217
40 H 2.87 -0.75 -1.43  0.211
41 H 0.40 -1.41 -3.07  0.235
42 H 0.87 0.16 -2.40  0.225
43 H -0.73 -0.53 -2.02  0.216
44 H 0.77 -3.55 -1.16  0.242
45 H -0.76 -2.70 -1.23  0.224
46 H 1.02 -2.93 1.23  0.217
47 H -0.51 -3.77 1.01  0.236
48 H -2.54 -2.65 1.42  0.220
49 H -2.27 -1.76 -0.09  0.214
50 H -2.62 -0.88 1.40  0.217
51 H -0.83 -2.59 3.20  0.226
52 H -1.07 -0.84 3.20  0.216
53 H 0.56 -1.50 3.01  0.213

* orbital gap (alpha / beta): 8.38 / 8.13 eV
* E_LUMO (alpha / beta): -7.0 / -7.3 eV
* HOMO level (alpha / beta): -15.4 / -15.5 eV
* energy: -6717.67657 a.u.
* net charge: +2

***

Q: Which value of energy does entry 5 give?
A: -323.75451 a.u.